113
Properties=species:S:1:pos:R:3:forces:R:3 method="wB97M-V/def2-TZVPD" gap_ev="7.270 / 8.270" lumo_ev="-4.0 / -3.0" energy_ev=-169181.7857 charge=+1 e_homo_ev="-11.260 / -11.254" spin_multiplicity=4 e_above_lowest_ev=0.671
Mn -0.305 0.004 1.596 0.11 0.84 0.48
O -0.147 -0.174 -0.178 0.07 0.05 -0.23
O 0.707 0.873 -0.602 -0.19 0.13 -0.52
O -0.111 2.917 3.173 -0.10 0.04 -0.03
C -0.982 2.797 2.329 0.12 0.16 0.02
C -2.222 3.668 2.215 -0.02 -0.03 -0.08
C -2.943 3.120 0.988 0.07 0.02 0.03
C -1.961 2.117 0.407 -0.07 0.15 -0.19
O -2.038 1.649 -0.715 -0.01 0.02 0.18
N -0.946 1.876 1.311 0.05 -0.16 0.15
H -1.926 4.711 2.101 0.03 0.00 0.06
H -2.795 3.589 3.139 0.04 0.01 0.03
H -3.202 3.875 0.248 -0.02 -0.04 -0.04
H -3.854 2.571 1.234 0.00 -0.01 -0.02
C -2.907 -3.409 -1.477 0.17 0.12 0.13
C -2.153 -3.966 -0.279 -0.35 -0.27 -0.16
C -1.553 -5.330 -0.610 0.15 0.22 0.14
C -3.081 -4.044 0.931 0.29 0.14 0.01
O -1.087 -2.994 -0.037 0.01 -0.10 0.28
P -0.014 -3.107 1.132 0.20 0.00 -0.76
O -0.096 -4.283 2.005 0.08 0.02 0.01
O -0.138 -1.761 1.904 0.20 -0.38 0.23
O 1.318 -2.984 0.249 -0.17 -0.03 0.34
C 2.657 -3.252 0.752 0.43 -0.13 0.07
C 2.828 -2.853 2.220 -0.44 0.03 -0.20
C 3.571 -2.395 -0.119 -0.28 -0.03 0.04
C 2.943 -4.739 0.570 -0.23 0.15 -0.03
H -3.760 -4.047 -1.706 0.00 -0.01 -0.02
H -2.248 -3.369 -2.344 -0.02 0.01 -0.06
H -3.266 -2.404 -1.248 -0.03 0.01 -0.03
H -2.337 -6.015 -0.931 -0.02 0.02 -0.01
H -1.058 -5.741 0.267 0.02 -0.07 -0.01
H -0.819 -5.227 -1.412 -0.04 -0.03 -0.02
H -3.853 -4.794 0.755 -0.02 0.01 -0.02
H -3.556 -3.075 1.094 -0.04 -0.02 -0.02
H -2.510 -4.323 1.815 -0.06 -0.07 0.04
H 2.502 -1.821 2.354 0.06 -0.02 0.00
H 3.874 -2.954 2.511 0.02 -0.01 -0.04
H 2.218 -3.490 2.858 0.01 -0.04 0.07
H 3.270 -1.349 -0.023 0.07 -0.02 0.01
H 3.477 -2.689 -1.166 0.04 0.00 -0.01
H 4.609 -2.511 0.192 0.02 0.00 -0.03
H 2.222 -5.314 1.151 0.04 -0.05 0.02
H 3.952 -4.976 0.910 0.01 -0.01 -0.01
H 2.844 -5.014 -0.481 0.04 -0.01 0.00
C -5.802 -1.014 3.178 -0.12 -0.12 -0.06
N -4.380 -0.722 3.325 0.15 0.02 -0.06
C -3.807 -0.708 4.550 0.20 0.10 0.02
C -2.499 -0.414 4.737 0.11 -0.08 0.04
C -1.745 -0.154 3.563 -0.81 0.06 0.04
O -0.518 0.188 3.536 0.10 -0.14 0.09
N -2.308 -0.224 2.346 0.85 -0.04 0.20
C -3.628 -0.493 2.149 -0.36 -0.07 -0.35
O -4.169 -0.514 1.061 0.12 -0.01 0.08
H -6.357 -0.555 3.993 0.04 0.02 0.01
H -5.979 -2.090 3.178 0.03 0.01 0.00
H -6.137 -0.613 2.227 0.00 0.03 0.02
H -4.460 -0.932 5.384 -0.06 0.00 -0.04
H -2.030 -0.404 5.707 -0.06 0.01 0.02
C 1.775 1.231 4.886 -0.23 -0.03 -0.27
As 2.353 1.235 3.046 1.26 0.67 0.74
C 4.068 0.331 3.164 -0.29 0.01 -0.09
C 2.864 3.009 2.465 -0.30 -0.27 0.08
O 1.537 0.447 1.808 -0.92 -0.47 -0.36
H 2.615 1.606 5.470 0.08 -0.01 -0.08
H 1.548 0.204 5.160 0.00 0.01 0.02
H 0.902 1.862 5.007 -0.02 -0.03 -0.04
H 4.762 0.955 3.727 -0.06 0.07 0.01
H 4.462 0.162 2.163 -0.04 -0.02 -0.02
H 3.949 -0.623 3.672 -0.01 0.02 -0.03
H 3.392 3.498 3.284 0.02 -0.02 0.00
H 1.973 3.573 2.214 -0.01 0.02 0.00
H 3.521 2.907 1.603 0.01 -0.04 0.01
C 3.166 2.557 -3.690 -0.06 -0.01 0.00
C 2.591 2.187 -2.329 -0.51 -0.23 -0.14
C 3.399 1.048 -1.715 -0.09 0.02 0.04
C 2.552 3.384 -1.382 -0.07 -0.08 -0.05
Sb 0.456 1.491 -2.467 0.44 0.02 -0.30
C -0.828 3.315 -3.167 0.26 -0.70 0.35
C -2.209 2.787 -3.507 -0.01 -0.08 0.01
C -0.106 3.811 -4.404 0.10 -0.04 0.00
C -0.844 4.352 -2.060 0.05 -0.06 0.05
C 0.230 -0.444 -3.622 -0.01 0.71 0.25
C 0.806 -1.547 -2.758 0.01 0.01 0.13
C -1.259 -0.609 -3.875 0.02 -0.03 0.05
C 1.014 -0.265 -4.913 0.01 0.08 0.01
H 4.191 2.912 -3.550 0.02 -0.01 0.00
H 2.610 3.350 -4.186 0.10 -0.02 0.00
H 3.201 1.695 -4.356 0.06 0.06 -0.02
H 4.430 1.387 -1.569 0.01 0.04 -0.05
H 3.429 0.176 -2.371 0.02 -0.02 0.04
H 2.991 0.749 -0.750 0.05 -0.04 -0.04
H 3.574 3.656 -1.100 0.02 -0.01 -0.01
H 1.999 3.134 -0.472 0.05 0.11 0.05
H 2.100 4.258 -1.851 0.01 0.00 0.04
H -2.181 2.141 -4.385 -0.03 0.05 0.01
H -2.854 3.639 -3.745 0.03 0.04 -0.03
H -2.650 2.248 -2.673 -0.09 0.03 -0.04
H -0.019 3.036 -5.168 0.00 0.04 -0.05
H 0.885 4.201 -4.180 -0.08 0.06 0.00
H -0.693 4.631 -4.829 -0.02 -0.02 -0.03
H -1.049 3.902 -1.094 -0.06 0.06 0.08
H -1.643 5.071 -2.267 0.02 0.02 -0.04
H 0.094 4.901 -2.001 -0.02 0.00 0.01
H 0.321 -1.617 -1.787 0.01 -0.06 -0.01
H 1.879 -1.423 -2.603 -0.03 -0.02 0.03
H 0.653 -2.501 -3.272 0.00 0.02 -0.07
H -1.827 -0.560 -2.945 -0.09 -0.06 0.00
H -1.431 -1.588 -4.330 0.00 -0.03 0.01
H -1.632 0.146 -4.567 -0.03 -0.06 0.03
H 2.072 -0.077 -4.724 -0.01 -0.08 -0.03
H 0.618 0.545 -5.530 0.01 -0.01 -0.03
H 0.939 -1.191 -5.490 -0.01 0.00 -0.02